Entry 1:
ORCA calculation (ωB97M-V/def2-TZVPD) on a 2-piece molecular cluster, C3H7INO overall at a distorted geometry.

Geometry (Å):
H  1.2580  -0.7505  0.6351
N  0.4805  -0.1649  0.1673
I  -2.1958  0.9127  0.4948
H  -0.2332  -0.4699  2.1243
C  1.1056  0.8247  -0.7490
H  1.2986  1.7708  -0.2620
O  -2.4400  -2.3473  -1.3461
C  -0.3107  0.3863  1.3156
H  0.3397  1.1283  1.6485
H  0.3690  0.8850  -1.5312
C  -1.5356  -1.8933  -0.8239
H  -0.1675  -0.8486  -0.5034
H  2.0314  0.5669  -1.1700

Cartesian forces (eV/Å) of the 2 atoms listed first:
H -1.49 0.82 -1.19
N 1.49 -2.96 -0.59

Values from the calculation:
Net charge: +1
LUMO energy in eV: -3.94
M in g mol⁻¹: 200.0
Energy relative to the best compared isomer or geometry (same formula, charge and spin) in eV: 1.051
Kohn-Sham gap in eV: 10.20
HOMO energy in Ha: -0.5198

---

Entry 2:
ORCA calculation (ωB97M-V/def2-TZVPD) on a 2-piece molecular cluster, C4H8O2 overall.

Geometry (Å):
H  1.3387  2.3289  -0.0052
H  -0.3640  -1.7547  -1.5462
H  -1.1352  1.5842  -1.0916
H  -1.0704  1.0922  1.3983
O  1.1569  -1.0518  0.1900
C  -0.1783  1.3305  -0.6238
O  0.4976  2.5612  -0.4202
C  -0.5783  -2.3123  -0.6129
C  -0.3886  0.6335  0.6913
H  0.3713  0.6912  -1.3295
H  0.1451  -0.9535  2.0213
H  1.3780  -1.9482  0.4758
H  -1.4537  -1.7503  -0.2143
C  0.2809  -0.4508  1.0669

Cartesian forces (eV/Å) of the 2 atoms listed first:
H -0.10 0.24 -0.05
H -0.04 -0.24 -0.01

Values from the calculation:
Net charge: 0
LUMO energy in eV: -0.31
M in g mol⁻¹: 88.1
Energy relative to the best compared isomer or geometry (same formula, charge and spin) in eV: 6.287
Kohn-Sham gap in eV: 8.64
HOMO energy in Ha: -0.3291

---

Entry 3:
ORCA calculation (ωB97M-V/def2-TZVPD) on C44H99InN7O16 as an isolated structure at a distorted geometry.

Geometry (Å):
C  -1.1523  12.2908  -4.4802
H  2.2024  8.8241  -0.1736
H  -6.5364  6.0804  5.9382
C  -5.5950  7.2157  -0.4390
H  -11.5729  4.7738  2.7174
H  -5.4389  19.5718  1.3076
H  -0.0941  12.1347  2.9492
H  -4.4259  4.1518  3.0599
N  -4.5437  12.1264  -3.3782
In  -6.4374  15.3591  1.6763
H  -3.3085  20.4623  2.4161
H  0.5485  11.2797  4.3882
H  -1.8271  7.9677  6.7198
H  -1.4580  6.4124  7.2701
H  -1.3810  10.1716  2.4596
H  -10.7980  2.0694  4.3482
H  -3.2036  18.6756  0.6421
H  -5.6808  5.0206  1.1547
H  -4.9169  14.3040  5.3411
H  -6.5513  7.7374  -0.4025
H  -2.9557  15.6191  5.1556
O  -2.1761  6.3322  5.3190
H  -5.1563  16.0983  -2.3129
H  -5.3285  18.4104  3.7117
H  -5.0483  10.8803  -1.7710
H  -10.7526  3.9123  1.3984
C  -5.2096  5.8991  3.1044
H  -8.1868  4.3125  4.4679
C  -0.2896  11.3657  3.6965
H  -3.8619  13.1040  -1.7753
C  -7.6769  13.9165  -1.6558
O  -3.0546  9.0446  0.5376
H  -8.6710  1.8297  5.1246
H  -7.1670  10.8455  1.0924
H  2.6464  8.0328  1.4000
C  -4.4451  12.2275  1.1385
C  -3.7892  18.0486  1.3144
C  -7.4314  14.6488  5.2197
C  -4.7101  10.8252  -2.8057
H  0.3993  8.8480  4.3133
H  -5.0765  6.8968  3.5226
C  -3.3771  5.8575  5.7889
H  -8.3173  18.9724  -0.8097
C  -9.2067  2.7143  5.4688
H  -4.8880  4.4981  5.3302
C  -3.8971  4.7296  4.9397
H  -3.7657  17.0743  5.0009
N  -6.4400  15.6512  4.7660
C  -3.8801  16.0218  4.7415
O  0.6627  8.6203  1.2411
H  -8.0361  16.6923  -2.2764
H  -7.6976  13.5970  -2.6977
H  -8.9577  11.1084  1.2369
H  -11.1433  3.7169  4.9932
H  -6.7276  11.0024  -3.5051
C  -8.8819  15.1120  4.9388
N  -5.7224  18.2877  2.7898
H  -4.3697  12.0167  -4.3670
H  -5.8653  6.2718  -0.9123
H  -4.0821  6.6780  5.9229
H  -4.8246  10.6944  4.4316
H  -6.9034  8.0994  -4.4237
O  -4.3314  16.9311  0.6551
O  -10.0578  3.7085  3.3660
H  -0.6816  12.6306  -3.5577
C  -7.9637  11.5344  1.3731
O  -7.7947  12.7317  0.6899
H  -8.3184  4.6721  7.3602
H  -7.6346  6.9744  6.9224
H  -10.8919  15.7356  3.0989
H  -9.0094  16.1834  5.0931
H  -6.4638  9.5064  -2.7172
H  -2.4631  16.2727  0.0435
C  -5.6746  6.0174  1.5957
C  -8.4549  4.9953  6.3282
H  -7.5038  8.8062  5.4380
H  -6.7211  6.3216  1.6122
C  -3.4503  16.4591  -0.3793
H  -2.7569  14.3596  2.1005
C  -3.5952  10.0181  1.2559
N  -4.0222  5.0018  3.4269
H  -6.2001  15.4786  -3.3644
C  -2.7910  13.7512  -3.5636
H  -3.4626  14.5641  -3.8394
H  -0.2894  12.1978  -5.1396
C  -4.7669  18.9628  1.9123
H  -6.4236  8.6342  -6.0781
H  0.6876  10.7296  1.1205
H  -6.5417  8.0891  4.2171
O  -4.6509  13.2737  0.5726
C  -4.0908  19.8604  2.8783
H  -3.1669  17.6890  2.1339
C  0.7270  9.9281  1.8581
O  -2.1641  13.2688  -4.8089
C  -5.9848  10.2122  -3.3959
H  -3.2766  17.1907  -1.1685
H  1.7006  10.0620  2.3296
O  -9.0970  14.7789  3.5545
H  1.7004  7.2819  0.2220
C  -4.8243  12.1767  2.6757
H  -9.6018  14.5540  5.5376
H  -8.0945  8.4949  3.7347
H  -10.5517  14.1498  2.2428
C  -3.4230  12.6575  -2.6676
H  -1.7242  15.1572  3.2413
H  -7.7001  11.8313  2.3882
O  -3.7250  15.7036  3.3911
C  -10.4831  14.7273  3.1646
H  -7.2399  11.8840  -1.2568
H  -0.3527  7.0331  6.1712
C  -7.5609  8.1080  4.6029
H  -6.7699  16.5097  5.1835
C  -7.2598  18.8032  -0.6067
C  -7.5987  6.2712  6.0904
H  -7.7922  9.4834  -5.2317
H  -6.7442  17.5927  -2.8948
H  -4.8086  7.5652  -1.1080
C  -6.1770  15.7160  -2.3009
H  -7.1390  19.1517  0.4190
C  -3.8030  11.1535  0.5157
H  -9.5916  2.6876  6.4883
H  -11.1603  14.1145  3.7597
C  -2.7312  14.7597  3.1141
C  -10.3962  3.0639  4.5422
C  -3.9891  9.9092  2.7463
H  -11.8124  3.0330  2.4321
O  -4.9788  6.9971  0.7862
H  -1.7284  11.3793  -4.3208
H  -7.4055  14.5657  6.3062
H  -3.8151  10.2030  -2.7977
H  -9.4750  5.3772  6.2877
C  -6.8573  8.9334  -5.1239
H  -2.6274  12.0000  -2.3173
N  -6.4395  14.6993  -1.3782
H  -5.0969  15.6554  6.3762
H  -7.2854  13.6569  4.7920
C  -4.5331  11.0007  3.4378
C  -11.0823  3.8423  2.4350
H  -1.9732  14.1440  -2.9594
C  -6.9870  16.9123  -2.0786
H  -3.5190  19.3661  3.6637
H  -3.1986  5.4391  6.7794
H  -8.6127  14.4300  -1.4352
H  -1.1411  11.6447  4.3171
C  -0.3904  10.0520  2.8984
H  -3.8073  15.4754  -0.6843
C  1.8519  8.2556  0.6878
H  -5.6447  14.1137  -1.5913
H  -8.8721  12.3066  -1.0188
N  -8.2063  3.8753  5.3782
O  -6.7764  17.4546  -0.7641
N  -0.5102  9.0209  3.9097
H  -6.1024  5.4432  3.5324
H  -6.6191  19.3990  -1.2568
H  -6.4885  18.9386  2.8873
C  -5.1204  15.3746  5.3233
O  -5.4516  13.1613  3.1190
O  -5.8324  9.7869  -4.7362
O  -8.1003  6.8722  4.9210
H  -3.2372  3.8758  5.0936
C  -7.8623  12.6486  -0.7920
C  -1.4253  7.0186  6.3648
H  -3.4277  11.2888  -0.4879
O  -3.8131  8.8462  3.4821
H  -1.1783  9.4075  4.5611
H  -4.7628  20.6290  3.2602
H  -2.7674  13.8385  3.6957

Cartesian forces (eV/Å) of the 2 atoms listed first:
C -0.88 0.68 0.85
H 0.11 0.84 0.24

Values from the calculation:
Net charge: +1
LUMO energy in eV: -7.09
M in g mol⁻¹: 1097.1
Kohn-Sham gap in eV: 2.69
HOMO energy in Ha: -0.3593